# 1
# C5H10NS

2 unconnected molecules or ions with the total composition C5H10NS (ωB97M-V/def2-TZVPD, OMol25).

For the energy above the lowest of the compared OMol25 structures with the same formula, charge and spin, the calculation gives 449.6 kJ/mol. The total energy comes out at -649.0542 Ha. Its charge is +1. The LUMO energy is -3.489 eV.

Element x y z (Å)
1 C -1.380964 -0.738796 1.234131
2 C -1.821515 -0.255493 -0.146275
3 C 1.561582 2.002148 -0.667985
4 C 0.761412 1.346498 0.376420
5 C -0.460362 -0.711030 0.105838
6 N 0.380854 -1.545765 -0.460813
7 S 2.504632 1.472596 0.815235
8 H -1.311432 -0.003783 2.019970
9 H -1.700302 -1.709653 1.593492
10 H -2.446630 -0.886524 -0.764913
11 H -2.031895 0.795820 -0.255161
12 H 1.839524 1.449490 -1.557686
13 H 1.529684 3.077300 -0.819736
14 H 0.168032 2.005187 1.004018
15 H 1.025165 -2.091166 0.091763
16 H 2.904961 0.260205 0.347746
17 H 0.510950 -1.549935 -1.463359

Forces on the atoms, in the same order (eV/Å):
C -0.0381 -0.1827 0.3772
C -0.1862 0.0550 -0.2702
C -0.4402 -0.0610 0.0765
C -1.4310 -0.9887 -0.4836
C 1.2346 1.2686 0.0354
N -0.0837 -0.2138 -0.1326
S 0.3982 -0.1442 -0.0381
H 0.1054 0.1538 -0.0702
H 0.0185 -0.0683 -0.1492
H 0.0327 -0.1216 0.0318
H 0.1090 0.1123 0.0488
H 0.0725 -0.1424 0.0155
H 0.1883 -0.0027 0.1635
H 0.2235 0.1668 0.1365
H -0.1083 -0.0236 0.0053
H -0.0239 0.2080 0.1244
H -0.0714 -0.0156 0.1290

# 2
# C37H32LaNP2S

A molecular structure, C37H32LaNP2S (ωB97M-V/def2-TZVPD, OMol25).

For the energy above the lowest of the compared OMol25 structures with the same formula, charge and spin, the calculation gives 10.8 kJ/mol. The total energy comes out at -2595.8163 Ha. Its charge is +2. The LUMO energy is -6.675 eV.

Element x y z (Å)
1 C 0.606540 -1.429586 -2.106551
2 C -0.389627 -1.770207 -1.202795
3 C -1.671912 -1.956374 -1.727745
4 C -1.996556 -1.646608 -3.044207
5 C -0.965892 -1.312085 -3.942944
6 C 0.323690 -1.200368 -3.434677
7 P 0.065854 -1.803922 0.564670
8 C -1.260313 -2.984709 1.076787
9 C -2.362241 -2.471524 1.779534
10 C -3.317045 -3.372430 2.250095
11 C -3.294755 -4.708555 1.841425
12 C -2.257788 -5.201267 1.047223
13 C -1.217794 -4.327410 0.678316
14 La -1.135216 0.388327 2.185824
15 P 0.126731 1.824867 0.134895
16 C -1.338393 2.011512 -0.937174
17 C -1.213290 2.409426 -2.269963
18 C -2.300498 2.404704 -3.151768
19 C -3.531025 1.951969 -2.675820
20 C -3.690226 1.601669 -1.342209
21 C -2.609930 1.680642 -0.456788
22 C -0.152627 3.134022 1.467290
23 C 0.674002 3.095654 2.614039
24 C 0.434629 3.970434 3.679480
25 C -0.588127 4.934227 3.577617
26 C -1.393458 4.996172 2.428111
27 C -1.154270 4.122641 1.345788
28 C 1.666309 2.225456 -0.669611
29 C 2.726848 1.336405 -0.475736
30 C 3.995899 1.632944 -0.963623
31 C 4.200565 2.822278 -1.663349
32 C 3.160676 3.724097 -1.853220
33 C 1.891132 3.417036 -1.354965
34 C 1.608106 -2.808363 0.525268
35 C 2.119323 -3.595585 -0.518672
36 C 3.376756 -4.225622 -0.390295
37 C 4.114129 -4.072074 0.783483
38 C 3.581354 -3.331089 1.842552
39 C 2.322663 -2.749666 1.725118
40 H 1.489991 2.354831 2.656707
41 H 1.009037 3.846278 4.597050
42 H -0.822674 5.560068 4.454997
43 H -2.219763 5.717827 2.390573
44 H -1.788128 4.211486 0.430856
45 H -0.256384 2.779730 -2.669105
46 H -2.209384 2.725653 -4.190816
47 H -4.376667 1.867260 -3.346400
48 H -4.630118 1.243202 -0.933356
49 H -2.763145 1.525953 0.641765
50 H 2.517772 0.453764 0.129006
51 H 4.791700 0.927378 -0.786308
52 H 5.183706 3.052240 -2.054392
53 H 3.350535 4.648683 -2.393565
54 H 1.081209 4.152753 -1.465742
55 H 1.578524 -3.754308 -1.472124
56 H 3.812024 -4.804914 -1.205699
57 H 5.119380 -4.479845 0.873777
58 H 4.097410 -3.144658 2.772149
59 H 1.851170 -2.207334 2.547878
60 H -2.555794 -1.356965 1.894138
61 H -4.064415 -2.965762 2.926609
62 H -4.082714 -5.391089 2.163533
63 H -2.253168 -6.242097 0.717586
64 H -0.389211 -4.719217 0.052056
65 H -2.430858 -2.386405 -1.079931
66 H -3.052231 -1.686659 -3.318462
67 H -1.166190 -1.074898 -4.973603
68 H 1.238503 -0.886477 -3.926885
69 H 1.659422 -1.350676 -1.883530
70 H 0.319148 1.487874 -3.989570
71 H 0.894470 1.149824 -3.577832
72 S 0.229972 -0.070552 6.981507
73 C -0.016468 -0.001730 5.427021
74 N -0.300908 0.101718 4.244695

Forces on the atoms, in the same order (eV/Å):
C -0.0213 0.2927 -0.1403
C 0.3278 0.4069 -0.4242
C -0.2670 0.1256 0.7549
C 0.6086 -0.2115 -0.2823
C -0.2838 0.3905 0.7421
C 0.4039 -0.2900 0.0820
P -0.4895 -2.2887 -1.3914
C 0.3123 0.5070 -0.2169
C 0.3182 -0.5477 -0.0980
C -0.3737 0.5796 -0.1050
C 0.0534 -0.0789 0.3965
C 0.3243 0.8144 -0.1635
C -0.1825 -0.5897 0.1684
La 0.6365 0.3419 1.0116
P 0.0049 1.4241 0.2524
C 0.2851 0.3824 -0.3434
C 0.2951 0.5792 -0.7000
C -0.2527 -0.2864 0.7298
C 0.0664 -0.0597 -0.1914
C 0.2560 -0.1341 1.0235
C 0.0916 -0.2641 -0.0723
C -0.1203 0.1105 -0.7422
C -0.4197 -0.2712 -0.0596
C -0.2497 0.0151 -0.3190
C -0.1995 -0.5946 0.2346
C 0.3549 -0.1265 -0.0904
C -0.5448 0.1382 0.3497
C 0.4510 0.0366 -0.2551
C -0.1593 0.0178 0.2504
C -0.5046 0.0360 0.0071
C 0.0835 -0.2933 0.1193
C -0.4015 -0.2895 0.0894
C -0.1066 0.9183 -0.2049
C 0.1722 -0.0540 0.5294
C 0.1958 -0.3984 -0.7210
C -0.4310 0.4036 0.3445
C -0.0655 0.4701 0.2519
C -0.5256 0.0912 -0.0150
C 0.0292 0.2182 -0.2881
H -0.3591 0.3606 0.1379
H -0.0685 0.2736 -0.2571
H 0.2265 -0.2558 -0.6616
H 0.4796 -0.2971 -0.1109
H 0.6522 -0.2161 0.8831
H -0.6068 -0.3801 0.5643
H 0.1314 -0.0752 0.3676
H 0.0011 0.0750 0.0249
H -0.0746 0.2295 -0.3195
H -0.3898 0.1582 -1.0296
H 0.3592 -0.0711 -0.2594
H 0.2015 0.0454 -0.0597
H -0.0139 -0.0147 0.0381
H -0.1813 -0.1486 0.1649
H 0.3918 -0.3541 0.0209
H 0.2841 0.3210 0.7542
H -0.3704 0.1573 0.1505
H -0.2760 -0.0342 -0.0688
H 0.3256 -0.3415 -0.0143
H 0.4847 -0.0457 0.0347
H -0.2303 -1.8620 0.0295
H -0.2587 -0.4213 -0.2696
H 0.2111 0.2909 0.0068
H 0.0015 0.3678 0.1184
H -0.5319 0.4687 0.6328
H -0.1593 0.3725 -0.0510
H 0.4379 -0.1730 -0.2676
H -0.1304 -0.0271 -0.1792
H -0.6352 -0.2299 -1.0352
H 0.0016 0.1423 0.6815
H 1.3318 -0.6509 0.5449
H -0.9541 0.8308 -0.9347
S 0.0597 -0.0540 -0.9868
C -0.5116 0.2804 -0.0060
N 0.4988 -0.2433 0.8427

# 3
# C3H8N2OP

A gas-phase ion, C3H8N2OP (charge +1) (ωB97M-V/def2-TZVPD, OMol25).

For the energy above the lowest of the compared OMol25 structures with the same formula, charge and spin, the calculation gives 17.3 kJ/mol. As for the SMILES: O=PN1CC[NH2+]C1. The total energy comes out at -644.9511 Ha. Its charge is +1. The LUMO energy is -4.074 eV.

Element x y z (Å)
1 O -3.041992 0.937252 0.106177
2 P -2.624715 -0.447507 0.070272
3 N -0.955770 -0.311727 -0.379786
4 C -0.010520 -1.354040 -0.243101
5 C 1.287915 -0.566739 0.423510
6 N 0.855822 0.861372 0.471174
7 C -0.269211 0.924010 -0.636254
8 H 0.299248 -1.770048 -1.228495
9 H -0.441558 -2.013636 0.429244
10 H 1.361933 -0.911292 1.429628
11 H 2.258443 -0.785394 -0.146165
12 H 0.488579 1.078245 1.354717
13 H 1.619880 1.596875 0.359727
14 H 0.268836 1.187086 -1.617839
15 H -1.096883 1.575537 -0.392806

Forces on the atoms, in the same order (eV/Å):
O -0.9323 1.4068 0.0664
P 1.2644 -0.7766 -0.1856
N 0.4172 0.5963 -1.1134
C 2.7014 1.5723 -1.1678
C -0.2200 -1.9143 -1.2607
N 1.2591 1.0465 -2.5783
C -0.6020 0.1984 0.2740
H -0.2169 -0.0802 0.8598
H -0.1322 -2.0414 1.0738
H 0.4534 -0.1940 0.6720
H -1.5432 0.8180 0.8084
H -1.0896 0.1820 1.5808
H -0.9697 -1.3784 -0.3231
H -0.9408 -0.9834 1.3249
H 0.5512 1.5480 -0.0312